[1]
# C5H10NO

A 2-piece molecular cluster, C5H10NO overall in a non-equilibrium geometry (ωB97M-V with the def2-TZVPD basis set, the OMol25 dataset).

Last column: natural (NBO) charge in e.
Cartesian coordinates (Å):
O (-0.37018, 3.55353, 1.48298)  -0.452
C (-0.75006, 2.43299, 1.41542)  0.452
C (0.18220, 1.37907, 0.79858)  -0.541
C (-0.71626, 0.29291, 0.06647)  -0.502
C (0.07133, -0.97726, -0.62136)  0.439
C (1.14651, -1.45549, 0.17409)  -0.430
N (-0.32761, -1.40246, -1.93113)  -0.668
H (-1.79238, 1.98749, 1.80927)  0.108
H (0.61206, 2.01244, -0.03870)  0.263
H (0.79470, 1.07486, 1.63771)  0.262
H (-1.36907, 0.78397, -0.74669)  0.256
H (-1.66876, 0.01170, 0.75319)  0.287
H (0.96286, -2.32945, 0.86352)  0.313
H (1.95417, -0.77303, 0.26076)  0.264
H (2.39183, -3.34026, -1.15159)  0.043
H (0.18682, -2.09047, -2.55746)  0.466
H (-1.30818, -1.16054, -2.21504)  0.440

Cartesian forces, eV/Å:
O -0.6 0.4 0.3
C -1.2 -1.5 0.4
C -1.7 0.5 -2.4
C -2.2 -0.6 -0.4
C -3.2 0.7 -3.6
C 0.8 -3.5 -1.4
N 0.5 0.9 4.1
H 1.6 1.2 -0.5
H 0.6 -1.1 1.3
H 0.6 -0.4 -0.4
H 1.5 -0.4 0.8
H 2.6 -0.3 -1.1
H 0.3 1.1 -0.7
H 0.7 0.4 0.7
H -1.1 1.7 1.0
H -0.5 1.0 1.7
H 1.5 0.0 0.2

## Properties
gap between HOMO and LUMO = 0.2425 Ha
electronic energy = -8870.047 eV
charge = +1
LUMO level = -6.91 eV

---

[2]
# C6H12IN5O

One molecule with the formula C6H12IN5O in a non-equilibrium geometry (ωB97M-V with the def2-TZVPD basis set, the OMol25 dataset).

Last column: natural (NBO) charge in e.
Cartesian coordinates (Å):
C (0.79012, -0.20788, 1.00310)  0.114
C (0.14485, 0.71760, -0.05249)  0.103
C (0.88695, -1.50590, 0.39818)  0.339
C (-1.61934, 2.38133, 0.88828)  -0.687
C (0.23413, -2.41264, -1.86686)  -0.413
C (-1.42163, 1.26379, -0.09008)  0.274
N (0.18890, -0.11677, -1.23336)  -0.228
N (0.33576, -1.37136, -0.82172)  -0.213
N (0.81606, 2.00373, -0.20952)  -0.844
N (1.14141, -2.65632, 1.09820)  -0.788
N (1.33430, 0.02889, 2.14162)  -0.694
O (-1.62027, 1.74374, -1.39014)  -0.740
I (-2.75218, -0.44975, 0.21925)  -0.007
H (-1.60395, 1.88808, 1.83171)  0.218
H (-2.43237, 2.89475, 0.57487)  0.227
H (-0.79955, 3.10656, 0.92194)  0.250
H (-0.11678, -1.76890, -2.78242)  0.252
H (1.20970, -3.00952, -1.82277)  0.196
H (-0.49987, -3.00924, -1.46760)  0.213
H (1.15222, 2.11555, -1.15248)  0.384
H (1.57598, 2.08361, 0.46410)  0.374
H (1.85485, -3.26971, 0.69651)  0.399
H (1.09833, -2.41433, 2.04474)  0.420
H (1.31519, 0.91361, 2.61178)  0.354
H (-1.21283, 1.05108, -2.00486)  0.497

Cartesian forces, eV/Å:
C -0.5 0.1 -0.5
C -0.7 0.6 -0.4
C -0.3 2.0 2.6
C 2.4 -1.5 0.5
C 1.9 2.6 0.0
C 1.8 -0.2 -0.8
N 0.4 0.7 0.0
N -0.2 -1.7 -3.5
N 1.0 -0.6 0.3
N -0.2 0.1 -3.0
N 0.6 -1.0 1.1
O 0.6 -1.3 -0.3
I -0.2 0.1 0.3
H -0.8 0.1 1.1
H -3.1 1.5 -0.2
H 0.0 -0.5 -0.5
H 1.1 -2.0 1.4
H -1.2 0.9 -1.1
H -2.0 -1.9 0.1
H 0.2 0.1 -0.1
H 0.0 -0.1 -0.5
H -0.4 0.2 0.8
H 0.8 -0.2 1.8
H -0.5 0.6 -0.4
H -0.7 1.1 1.0

## Properties
gap between HOMO and LUMO (spin up / spin down) = 0.2494 / 0.2909 Ha
electronic energy = -24010.781 eV
multiplicity = 3
LUMO level (spin up / spin down) = 0.58 / -1.07 eV
⟨S²⟩ = 2.02